1.
Formula: C7H9DyO7P
Source: the OMol25 dataset
Level of theory: wB97M-V/def2-TZVPD

Results
- LUMO (spin up / spin down): -15.11 / -13.66 eV
- Total charge: +3
- Spin multiplicity: 6
- Frontier orbital gap (spin up / spin down): 6.688 / 8.147 eV

XYZ file:
```
25
Properties=species:S:1:pos:R:3:forces:R:3
O -2.920 0.128 -3.233 3.067 -1.848 3.969
C -2.262 -0.262 -2.368 -3.881 2.475 -4.687
Dy -0.868 -1.101 -0.505 0.719 1.416 0.989
O 0.432 -2.362 -3.757 -1.664 1.975 3.734
C 0.018 -1.874 -2.803 2.036 -1.905 -4.699
C -2.270 -3.098 -0.195 -3.915 -5.394 1.117
O -2.845 -4.087 -0.041 2.589 4.457 -0.727
C 0.219 -3.335 -0.707 2.900 -5.605 -0.256
O 0.664 -4.389 -0.856 -1.941 4.629 0.652
C -1.730 1.726 0.826 -0.296 0.313 -0.289
O -1.251 0.392 1.223 0.831 -0.932 0.011
P 0.252 0.111 2.132 0.721 2.833 -0.204
O 0.801 1.585 2.413 -0.687 -2.572 -0.615
C 1.396 2.601 1.546 0.303 0.865 -0.076
O 0.982 -0.328 0.476 -1.555 -0.066 0.394
C 2.331 -0.143 -0.006 1.105 0.008 -0.432
H -2.794 1.631 0.591 0.157 -0.015 0.232
H -1.191 2.068 -0.072 -0.020 0.016 0.339
H -1.601 2.427 1.656 0.026 -0.150 -0.192
H 0.906 2.645 0.562 0.181 -0.181 0.370
H 1.233 3.549 2.072 0.085 -0.308 -0.187
H 2.478 2.418 1.459 -0.522 0.000 0.080
H 2.337 0.645 -0.770 -0.033 -0.108 0.305
H 2.999 0.135 0.814 -0.143 -0.131 -0.117
H 2.683 -1.081 -0.458 -0.062 0.227 0.289
```
Positions in Å, forces in eV/Å.

=====

2.
Formula: C2H3NO2
Source: the OMol25 dataset
Level of theory: wB97M-V/def2-TZVPD

Results
- LUMO: 0.40 eV
- Total charge: 0
- Spin multiplicity: 1
- ΔE to the lowest compared entry with this formula, charge and spin: 268.67 kJ/mol
- Frontier orbital gap: 9.535 eV

XYZ file:
```
8
Properties=species:S:1:pos:R:3:forces:R:3
N 1.178 0.188 0.614 0.051 -0.056 -0.057
C 0.310 -0.612 -0.034 0.339 -0.297 -0.063
O 0.514 -1.642 -0.602 -0.124 0.486 0.282
C -1.511 0.407 -0.993 -0.104 -0.059 0.427
O -1.007 -0.088 0.118 -0.212 0.078 -0.426
H 2.156 -0.047 0.585 -0.121 0.014 -0.019
H 0.893 1.086 0.968 -0.001 -0.130 -0.051
H -2.534 0.707 -0.657 0.171 -0.035 -0.092
```
Positions in Å, forces in eV/Å.

=====

3.
Formula: C14H17F6OPb
Source: the OMol25 dataset
Level of theory: wB97M-V/def2-TZVPD

Results
- LUMO: -4.65 eV
- Total charge: +1
- Spin multiplicity: 1
- Frontier orbital gap: 8.849 eV

XYZ file:
```
39
Properties=species:S:1:pos:R:3:forces:R:3
Pb -0.242 0.761 -0.763 0.678 0.407 -0.076
C 0.015 -2.940 -1.524 0.023 -0.101 0.162
C -0.949 -3.246 -0.373 0.063 -0.104 -0.301
C -2.063 -4.175 -0.853 0.151 0.084 0.193
C -1.440 -1.937 0.172 0.034 0.253 0.283
C -2.631 -1.341 -0.257 0.209 -0.080 0.186
C -3.076 -0.148 0.291 0.198 0.127 0.258
C -2.350 0.514 1.299 0.144 -0.511 -0.113
C -2.920 1.696 2.008 0.021 0.199 0.043
C -1.128 -0.057 1.711 -0.441 -0.366 -0.194
C -0.676 -1.261 1.144 -0.507 0.087 0.047
H 0.454 -3.857 -1.903 0.122 -0.079 -0.109
H 0.820 -2.280 -1.201 0.173 -0.010 0.008
H -0.527 -2.461 -2.336 -0.070 0.072 -0.186
H -0.394 -3.757 0.419 0.007 0.094 0.032
H -2.495 -3.824 -1.785 -0.118 0.042 -0.133
H -2.847 -4.262 -0.107 -0.140 -0.062 0.059
H -1.658 -5.167 -1.033 0.029 -0.070 -0.044
H -3.246 -1.844 -0.986 -0.062 -0.053 -0.106
H -4.038 0.246 -0.007 0.003 0.077 -0.060
H -2.388 2.610 1.751 0.010 0.133 0.020
H -2.827 1.558 3.084 -0.045 0.046 0.062
H -3.970 1.826 1.760 -0.034 0.057 0.016
H -0.605 0.358 2.558 0.218 0.215 -0.013
H 0.212 -1.734 1.541 0.161 0.024 -0.035
C 3.024 3.544 0.716 -0.226 -0.249 -0.182
C 2.529 2.392 -0.167 0.581 -0.123 -0.468
O 1.274 1.930 0.170 -0.732 -0.113 0.351
C 3.511 1.197 -0.051 -0.094 0.078 0.172
F 4.756 1.495 -0.397 0.143 0.062 -0.067
F 3.534 0.738 1.199 -0.069 -0.002 0.332
F 3.104 0.166 -0.822 -0.136 -0.195 -0.246
C 2.498 2.852 -1.650 -0.151 0.138 0.115
F 1.798 3.978 -1.775 -0.168 0.247 0.074
F 3.684 3.041 -2.200 0.174 -0.008 0.005
F 1.840 1.934 -2.416 -0.132 -0.276 -0.128
H 3.022 3.221 1.754 0.013 -0.017 0.005
H 2.359 4.399 0.605 0.011 -0.039 0.015
H 4.035 3.833 0.427 -0.040 0.014 0.025
```
Positions in Å, forces in eV/Å.

=====

4.
Formula: C33H61BN6RhSb
Source: the OMol25 dataset
Level of theory: wB97M-V/def2-TZVPD

Results
- LUMO (spin up / spin down): -4.39 / -9.14 eV
- Total charge: +2
- Spin multiplicity: 5
- Frontier orbital gap (spin up / spin down): 9.660 / 4.708 eV

XYZ file:
```
103
Properties=species:S:1:pos:R:3:forces:R:3
Rh -0.526 -0.268 0.789 1.003 0.383 -1.462
C 3.504 -0.654 3.747 -0.081 0.065 -0.033
C 2.234 -0.654 2.902 -0.094 -0.176 -0.016
C 1.382 -1.898 3.200 0.118 0.209 -0.002
C 2.546 -0.591 1.437 0.258 -0.013 -0.097
C 3.736 -0.784 0.762 -0.147 0.028 -0.016
C 3.453 -0.629 -0.601 0.119 -0.088 0.431
C 4.556 -0.703 -1.620 0.065 0.179 -0.234
C 4.195 -1.069 -3.056 0.005 0.015 0.112
C 5.377 0.599 -1.570 -0.056 -0.148 0.008
N 2.134 -0.367 -0.717 0.275 -0.013 -0.294
N 1.595 -0.346 0.526 -0.926 0.112 0.580
B 1.211 -0.080 -1.951 -0.097 -0.175 0.115
N 0.466 1.267 -1.687 -0.012 0.161 -0.443
N -0.402 1.329 -0.642 -0.224 -0.780 1.079
C -0.915 2.569 -0.564 0.061 0.400 -0.297
C -0.405 3.311 -1.608 -0.126 -0.156 0.233
C 0.469 2.464 -2.308 -0.115 0.184 0.221
C 1.180 2.954 -3.537 0.079 -0.157 -0.235
C 0.185 3.005 -4.712 0.063 0.045 0.137
C 2.470 2.253 -3.948 -0.049 0.002 0.023
C -1.811 2.988 0.559 0.127 0.051 0.066
C -0.935 3.402 1.752 -0.103 -0.113 -0.084
C -2.745 4.123 0.146 0.021 -0.146 -0.002
N 0.150 -1.217 -2.066 0.370 0.040 -0.179
N -0.595 -1.567 -0.984 -0.441 0.231 0.749
C -1.374 -2.601 -1.314 0.144 -0.193 -0.292
C -1.101 -2.952 -2.628 0.064 0.183 0.062
C -0.133 -2.063 -3.083 -0.494 -0.372 0.033
C 0.399 -2.163 -4.488 0.267 0.033 -0.107
C 0.992 -0.904 -5.114 -0.048 -0.123 0.026
C 1.366 -3.352 -4.613 -0.104 0.101 0.002
C -2.353 -3.268 -0.397 -0.051 0.190 0.057
C -3.754 -3.283 -1.014 0.042 -0.041 0.039
C -2.387 -2.605 0.973 0.084 -0.119 -0.315
H 3.252 -0.620 4.806 0.024 -0.012 0.009
H 4.082 -1.562 3.569 0.018 0.004 0.006
H 4.129 0.208 3.515 0.020 -0.015 0.029
H 1.642 0.237 3.152 0.055 0.027 -0.028
H 1.912 -2.804 2.908 -0.044 -0.027 -0.007
H 1.146 -1.965 4.264 -0.032 -0.011 -0.004
H 0.439 -1.865 2.635 -0.032 -0.132 0.023
H 4.701 -1.007 1.184 0.005 0.023 -0.014
H 5.207 -1.494 -1.240 -0.047 -0.047 0.027
H 3.828 -0.206 -3.610 -0.015 -0.035 0.004
H 5.090 -1.426 -3.564 0.002 -0.001 -0.009
H 3.449 -1.860 -3.087 0.012 0.009 -0.045
H 4.759 1.455 -1.837 -0.004 0.061 -0.025
H 5.790 0.773 -0.577 0.001 0.019 -0.007
H 6.202 0.536 -2.280 0.006 0.020 0.009
H 1.849 -0.021 -2.931 -0.022 0.026 0.102
H -0.621 4.338 -1.849 0.014 -0.012 -0.032
H 1.434 3.989 -3.294 -0.002 0.003 0.061
H -0.164 2.005 -4.961 -0.033 -0.013 -0.053
H -0.680 3.625 -4.479 -0.007 -0.009 -0.019
H 0.684 3.425 -5.585 -0.021 -0.010 -0.013
H 2.266 1.336 -4.499 0.054 0.066 0.054
H 3.038 2.911 -4.603 -0.005 0.011 -0.003
H 3.087 2.019 -3.083 0.075 -0.003 -0.011
H -2.410 2.113 0.844 -0.027 0.022 -0.077
H -0.273 4.218 1.460 0.014 0.009 0.039
H -1.544 3.746 2.591 -0.005 -0.020 0.027
H -0.306 2.568 2.083 0.040 0.085 -0.024
H -2.178 5.043 -0.003 -0.034 0.022 -0.031
H -3.269 3.881 -0.778 -0.030 0.043 0.008
H -3.486 4.312 0.922 0.017 0.032 0.016
H -1.555 -3.746 -3.197 0.024 0.008 -0.017
H -0.485 -2.429 -5.073 -0.045 0.062 0.024
H 2.039 -0.780 -4.837 -0.075 0.022 -0.031
H 0.948 -0.990 -6.199 0.004 -0.001 -0.012
H 0.432 -0.018 -4.818 0.025 0.030 -0.061
H 2.241 -3.212 -3.980 0.017 -0.037 -0.013
H 0.884 -4.288 -4.330 0.020 -0.007 0.010
H 1.700 -3.436 -5.647 0.022 -0.033 0.012
H -2.019 -4.302 -0.278 0.005 -0.002 0.067
H -4.126 -2.264 -1.145 -0.009 -0.003 -0.021
H -3.754 -3.771 -1.987 -0.007 0.016 -0.002
H -4.445 -3.826 -0.369 -0.014 0.014 -0.010
H -2.769 -1.576 0.861 -0.056 -0.025 0.080
H -3.059 -3.141 1.642 -0.022 0.061 0.038
H -1.388 -2.604 1.429 -0.011 -0.032 0.106
C -3.649 -1.292 5.287 -0.013 0.073 -0.010
C -2.512 -1.626 4.328 0.127 0.122 -0.255
Sb -1.870 0.119 3.204 -0.478 0.128 0.813
C -0.602 1.113 4.680 -0.008 -0.061 -0.401
C -1.366 1.735 5.839 -0.105 -0.011 0.003
C -3.743 1.218 3.063 0.386 -0.183 -0.180
C -4.716 0.529 2.115 -0.043 -0.016 0.016
H -3.824 -2.148 5.939 -0.013 0.002 -0.006
H -4.580 -1.087 4.758 0.003 0.003 0.008
H -3.425 -0.438 5.924 -0.023 -0.015 0.042
H -2.814 -2.406 3.634 0.101 0.032 -0.020
H -1.623 -1.971 4.857 0.033 0.032 -0.045
H -0.033 1.871 4.143 0.035 -0.089 0.002
H 0.084 0.335 5.020 0.007 -0.012 -0.065
H -2.090 2.479 5.508 -0.002 0.004 0.013
H -0.645 2.240 6.484 -0.027 0.031 -0.004
H -1.877 0.996 6.453 -0.020 -0.019 -0.020
H -3.519 2.234 2.744 0.042 0.010 0.067
H -4.124 1.251 4.084 0.091 -0.032 0.046
H -4.384 0.594 1.077 0.007 -0.024 -0.010
H -5.692 1.011 2.177 0.015 0.010 -0.024
H -4.863 -0.524 2.364 0.009 0.006 -0.014
```
Positions in Å, forces in eV/Å.

=====

Number 1: energy -55076.574 eV. Number 2: energy -7705.058 eV. Number 3: energy -38389.267 eV. Number 4: energy -54359.618 eV.